Entry 1:
Computed, not measured: 2 unconnected molecules or ions with the total composition C3H5NO3 in a non-equilibrium geometry, with ωB97M-V with the def2-TZVPD basis set.

```
12
Properties=species:S:1:pos:R:3
O -0.92 3.10 0.75
O -0.47 0.87 -0.69
O 1.37 0.29 0.22
N -0.85 2.91 1.93
C -0.94 2.59 3.01
C 0.26 -1.50 -0.81
C 0.40 -0.02 -0.43
H -1.03 2.75 4.06
H -0.17 1.67 -0.23
H -0.60 -1.82 -0.17
H 1.13 -1.94 -0.33
H 0.08 -1.68 -1.91
```

Energy above the lowest of the compared OMol25 structures with the same formula, charge and spin, kJ/mol: 399.2
Structure (SMILES): C#[N+][O-].CC(=O)O
Gap between HOMO and LUMO, eV: 10.60
Energy, eV: -10821.550

Charges per atom according to natural (NBO) partitioning, unit e: atom 1 (O): -0.43, atom 2 (O): -0.67, atom 3 (O): -0.65, atom 4 (N): 0.21, atom 5 (C): -0.01, atom 6 (C): -0.72, atom 7 (C): 0.78, atom 8 (H): 0.25, atom 9 (H): 0.51, atom 10 (H): 0.23, atom 11 (H): 0.25, atom 12 (H): 0.24

Entry 2:
Computed, not measured: 2 unconnected molecules or ions with the total composition C29H34Cl2F10N3O10PS in a non-equilibrium geometry, with ωB97M-V with the def2-TZVPD basis set.

```
90
Properties=species:S:1:pos:R:3
Cl 1.05 3.88 -0.99
Cl -2.43 -3.66 -3.12
S -0.67 -0.41 1.66
P 5.37 -6.20 4.62
F 0.20 3.52 -3.95
F -5.11 2.94 -1.42
F 3.51 0.39 -2.87
F 3.15 3.34 -3.09
F 0.77 1.85 -5.45
F 1.46 0.06 -3.37
F 3.15 1.93 -0.68
F 3.26 1.87 -4.65
F 2.94 -0.14 -0.69
F 1.86 3.73 -5.35
O 3.98 -6.83 4.54
O -1.13 0.98 -3.27
O -0.94 2.43 -1.55
O 0.94 -3.99 -2.51
O -2.06 1.36 -5.14
O 5.31 -4.97 5.53
O 1.12 -1.99 -1.51
O 6.37 -7.21 5.19
O -0.72 -1.84 -3.67
O 5.82 -5.79 3.22
N -2.48 0.37 0.18
N -0.13 -0.13 -0.24
N -2.04 0.64 -4.20
C 1.20 2.78 -4.51
C -0.04 2.45 -0.47
C -2.59 5.00 1.28
C -1.30 4.66 0.37
C 0.48 -1.47 -0.34
C -5.10 0.22 -0.02
C 2.46 -0.64 2.74
C 0.79 1.08 -0.16
C -3.68 2.88 -1.12
C 2.13 0.98 -1.08
C 2.38 2.27 -3.58
C -3.62 -0.22 0.40
C 3.31 -1.79 2.21
C 3.31 -3.17 2.78
C 2.21 1.01 -2.64
C 1.62 -2.35 4.52
C 1.62 -0.94 3.95
C -0.82 3.14 0.72
C -2.10 -1.24 -1.62
C -3.72 -1.55 1.34
C 2.60 0.74 2.01
C -1.51 0.02 -0.90
C 1.65 -4.25 -0.23
C 1.40 1.41 1.28
C -1.54 -2.03 -2.84
C 2.43 -3.48 3.95
C -1.64 1.26 -1.91
C 1.23 -3.39 -1.48
C -3.13 1.81 -2.16
H -3.35 3.94 -1.36
H -3.61 2.59 -0.05
H -2.20 -2.07 -0.84
H -4.62 -2.20 1.02
H -5.25 1.26 0.41
H -0.21 -1.55 2.23
H -5.91 -0.40 0.50
H -0.22 -2.29 0.03
H 3.61 0.72 1.48
H -3.14 2.51 -3.07
H -3.21 4.10 1.53
H 1.00 -0.13 4.41
H 3.97 -1.58 1.31
H 2.72 -4.61 -0.25
H -2.82 -2.22 1.22
H 1.77 2.50 1.18
H 2.84 1.45 2.88
H 1.30 -1.50 0.47
H -1.74 2.63 1.11
H 0.69 1.63 2.14
H 1.41 -3.71 0.75
H -3.22 5.79 0.74
H -2.23 5.50 2.23
H -3.90 -1.28 2.42
H -0.53 5.43 0.71
H 3.96 -3.93 2.26
H 2.43 -4.54 4.33
H -5.32 0.14 -1.12
H 0.97 -2.61 5.41
H -1.52 4.83 -0.71
H -3.12 -0.95 -2.05
H 0.98 -5.16 -0.24
H -3.88 1.01 -2.42
H -0.20 3.40 1.64
```

Energy above the lowest of the compared OMol25 structures with the same formula, charge and spin, kJ/mol: 0.0
Gap between HOMO and LUMO, eV: 1.86
Energy, eV: -127895.262
Total charge: -2

Charges per atom according to Löwdin partitioning, unit e: atom 1 (Cl): 0.80, atom 2 (Cl): 0.53, atom 3 (S): 0.67, atom 4 (P): -0.13, atom 5 (F): 0.12, atom 6 (F): -0.14, atom 7 (F): 0.04, atom 8 (F): 0.06, atom 9 (F): 0.11, atom 10 (F): 0.10, atom 11 (F): 0.00, atom 12 (F): 0.05, atom 13 (F): 0.05, atom 14 (F): 0.06, atom 15 (O): -0.22, atom 16 (O): -0.07, atom 17 (O): -0.09, atom 18 (O): 0.07, atom 19 (O): 0.08, atom 20 (O): -0.19, atom 21 (O): -0.04, atom 22 (O): -0.22, atom 23 (O): 0.04, atom 24 (O): -0.21, atom 25 (N): -0.07, atom 26 (N): -0.24, atom 27 (N): -0.05, atom 28 (C): -0.38, atom 29 (C): -0.53, atom 30 (C): -0.12, atom 31 (C): -0.28, atom 32 (C): -0.26, atom 33 (C): -0.07, atom 34 (C): -0.22, atom 35 (C): -0.19, atom 36 (C): -0.12, atom 37 (C): -0.19, atom 38 (C): -0.21, atom 39 (C): -0.36, atom 40 (C): -0.05, atom 41 (C): -0.08, atom 42 (C): -0.17, atom 43 (C): -0.08, atom 44 (C): -0.08, atom 45 (C): -0.17, atom 46 (C): -0.08, atom 47 (C): -0.11, atom 48 (C): -0.17, atom 49 (C): -0.30, atom 50 (C): 0.02, atom 51 (C): -0.23, atom 52 (C): -0.69, atom 53 (C): -0.07, atom 54 (C): -0.29, atom 55 (C): -0.43, atom 56 (C): -0.05, atom 57 (H): 0.12, atom 58 (H): 0.08, atom 59 (H): 0.12, atom 60 (H): 0.06, atom 61 (H): 0.07, atom 62 (H): -0.16, atom 63 (H): 0.07, atom 64 (H): 0.13, atom 65 (H): 0.11, atom 66 (H): 0.13, atom 67 (H): 0.06, atom 68 (H): 0.08, atom 69 (H): 0.10, atom 70 (H): 0.10, atom 71 (H): 0.03, atom 72 (H): 0.10, atom 73 (H): 0.13, atom 74 (H): 0.11, atom 75 (H): 0.10, atom 76 (H): 0.07, atom 77 (H): 0.07, atom 78 (H): 0.07, atom 79 (H): 0.07, atom 80 (H): 0.07, atom 81 (H): 0.09, atom 82 (H): 0.09, atom 83 (H): 0.08, atom 84 (H): 0.07, atom 85 (H): 0.09, atom 86 (H): 0.07, atom 87 (H): 0.14, atom 88 (H): 0.10, atom 89 (H): 0.11, atom 90 (H): 0.12

Entry 3:
Computed, not measured: 2 unconnected molecules or ions with the total composition C2H2BrI in a non-equilibrium geometry, with ωB97M-V with the def2-TZVPD basis set.

```
6
Properties=species:S:1:pos:R:3
I 1.14 2.28 -0.87
Br -1.16 -2.11 0.68
C 0.39 0.31 -1.07
C -0.52 -0.44 0.95
H 1.36 -0.34 -1.28
H -1.21 0.30 1.59
```

Energy above the lowest of the compared OMol25 structures with the same formula, charge and spin, kJ/mol: 576.2
Gap between HOMO and LUMO (spin up / spin down), eV: 6.84 / 7.52
Energy, eV: -80242.207

Charges per atom according to natural (NBO) partitioning, unit e: atom 1 (I): 0.15, atom 2 (Br): 0.18, atom 3 (C): -0.38, atom 4 (C): -0.29, atom 5 (H): 0.15, atom 6 (H): 0.19

Entry 4:
Computed, not measured: a molecular structure, C34H40CaN4O2P2 in a non-equilibrium geometry, with ωB97M-V with the def2-TZVPD basis set.

```
83
Properties=species:S:1:pos:R:3
Ca 2.10 0.09 -0.05
P -0.27 1.50 1.26
P -0.51 0.34 -1.70
O 3.76 0.69 -1.76
O 1.73 1.48 -2.19
N 0.13 0.92 2.90
N 0.23 -1.28 -1.39
N -0.92 -0.05 -3.29
N -1.11 3.03 1.71
C -1.10 0.34 -5.51
C -1.06 -4.45 3.65
C -3.34 -3.06 2.38
C -1.74 0.47 0.87
C -2.02 -2.42 2.63
C 5.58 3.71 -4.16
C -1.79 -0.89 -5.20
C -3.52 -3.77 1.00
C 0.09 0.55 5.13
C 0.58 -3.37 -0.61
C -2.29 -4.39 0.44
C -1.57 -5.49 2.61
C -0.39 4.13 2.17
C 2.81 3.75 -3.66
C -2.41 3.45 1.43
C -1.65 -1.11 -3.85
C -1.23 5.24 2.16
C -2.01 0.24 -0.66
C -0.69 0.83 4.02
C 4.76 4.69 -4.74
C 1.84 -2.86 -1.01
C 1.45 0.67 3.31
C 4.99 2.75 -3.32
C 3.38 4.72 -4.49
C -0.38 -2.40 -0.84
C -1.41 -5.12 1.15
C -0.56 0.82 -4.34
C -2.51 4.81 1.69
C 3.01 1.54 -2.35
C 2.74 2.34 0.78
C 1.45 0.47 4.68
C -0.95 -3.03 3.14
C 3.60 2.69 -3.15
C 1.59 -1.65 -1.63
H 2.31 3.00 0.02
H -3.60 -3.77 3.18
H 0.64 4.02 2.46
H -3.15 2.76 1.06
H -1.55 -0.52 1.32
H 0.04 1.68 -4.11
H -0.09 -4.78 4.02
H -2.32 -1.51 -5.91
H -2.02 -1.91 -3.23
H -1.76 0.96 3.93
H -3.93 -3.05 0.28
H 0.00 -2.52 3.33
H 5.21 5.44 -5.39
H 5.63 2.04 -2.79
H 1.75 3.82 -3.40
H 2.71 2.83 1.75
H -0.96 6.23 2.44
H -2.62 -5.75 2.83
H 2.80 -3.34 -0.86
H -2.53 -0.72 -0.85
H -2.66 0.86 1.34
H -2.02 -1.34 2.52
H 0.37 -4.35 -0.26
H 3.81 2.12 0.57
H -3.38 5.41 1.54
H -1.46 -2.42 -0.77
H 2.76 5.51 -4.95
H -2.18 -4.33 -0.64
H 2.25 0.74 2.60
H -0.99 -6.41 2.75
H -4.31 -4.54 1.13
H -1.01 0.80 -6.48
H -0.56 -5.61 0.67
H -1.77 -4.49 4.49
H 6.66 3.71 -4.36
H -2.64 1.07 -1.03
H 2.21 -1.05 -2.29
H -0.25 0.42 6.14
H -4.09 -2.26 2.44
H 2.32 0.30 5.30
```

Energy above the lowest of the compared OMol25 structures with the same formula, charge and spin, kJ/mol: 182.8
Gap between HOMO and LUMO, eV: 6.30
Energy, eV: -82976.054

Charges per atom according to Löwdin partitioning, unit e: atom 1 (Ca): 1.25, atom 2 (P): 1.06, atom 3 (P): 1.03, atom 4 (O): -0.15, atom 5 (O): -0.25, atom 6 (N): -0.24, atom 7 (N): -0.24, atom 8 (N): -0.26, atom 9 (N): -0.23, atom 10 (C): -0.09, atom 11 (C): -0.18, atom 12 (C): -0.17, atom 13 (C): -0.40, atom 14 (C): -0.13, atom 15 (C): -0.08, atom 16 (C): -0.08, atom 17 (C): -0.17, atom 18 (C): -0.09, atom 19 (C): -0.07, atom 20 (C): -0.15, atom 21 (C): -0.18, atom 22 (C): -0.12, atom 23 (C): -0.02, atom 24 (C): -0.14, atom 25 (C): -0.12, atom 26 (C): -0.09, atom 27 (C): -0.36, atom 28 (C): -0.14, atom 29 (C): -0.10, atom 30 (C): -0.08, atom 31 (C): -0.17, atom 32 (C): -0.02, atom 33 (C): -0.08, atom 34 (C): -0.13, atom 35 (C): -0.12, atom 36 (C): -0.12, atom 37 (C): -0.09, atom 38 (C): -0.59, atom 39 (C): -0.36, atom 40 (C): -0.09, atom 41 (C): -0.08, atom 42 (C): -0.12, atom 43 (C): -0.26, atom 44 (H): -0.05, atom 45 (H): 0.11, atom 46 (H): 0.10, atom 47 (H): 0.09, atom 48 (H): 0.03, atom 49 (H): 0.09, atom 50 (H): 0.10, atom 51 (H): 0.09, atom 52 (H): 0.09, atom 53 (H): 0.11, atom 54 (H): 0.10, atom 55 (H): 0.10, atom 56 (H): 0.10, atom 57 (H): 0.11, atom 58 (H): 0.11, atom 59 (H): -0.07, atom 60 (H): 0.09, atom 61 (H): 0.11, atom 62 (H): 0.11, atom 63 (H): 0.06, atom 64 (H): 0.07, atom 65 (H): 0.05, atom 66 (H): 0.06, atom 67 (H): -0.05, atom 68 (H): 0.09, atom 69 (H): 0.08, atom 70 (H): 0.10, atom 71 (H): 0.10, atom 72 (H): 0.04, atom 73 (H): 0.11, atom 74 (H): 0.12, atom 75 (H): 0.09, atom 76 (H): 0.10, atom 77 (H): 0.12, atom 78 (H): 0.10, atom 79 (H): 0.09, atom 80 (H): 0.10, atom 81 (H): 0.09, atom 82 (H): 0.11, atom 83 (H): 0.09

Entry 5:
Computed, not measured: a molecular structure, C23H49N3P4ReSe in a non-equilibrium geometry, with ωB97M-V with the def2-TZVPD basis set.

```
81
Properties=species:S:1:pos:R:3
Re -0.06 -0.06 -0.59
Se -1.77 -1.13 -3.79
P -0.76 2.19 -0.87
P 0.98 0.28 1.44
P 1.75 0.11 -1.87
P 0.11 -2.38 -0.20
N 3.46 0.29 2.89
N 1.94 2.08 3.46
N 1.49 -0.18 4.23
C -4.01 -2.07 -5.20
C 1.16 2.01 2.22
C 0.59 -0.54 3.14
C -5.34 -2.43 -5.37
C 2.69 1.69 -1.87
C -2.07 -0.19 1.71
C -4.55 -1.20 -2.99
C 0.28 3.67 -0.50
C 0.06 -3.32 -1.76
C 3.13 -1.08 -1.70
C 2.88 -0.53 3.97
C -1.18 -3.27 0.74
C -2.29 2.81 -0.05
C -1.19 2.47 -2.62
C -6.29 -2.19 -4.38
C -3.07 -0.31 0.68
C 1.58 -3.16 0.60
C 2.88 -0.03 1.59
C 1.49 -0.07 -3.68
C 1.40 1.27 4.54
C 3.35 1.70 3.25
C -3.57 -1.49 -3.98
C -5.88 -1.58 -3.18
H 0.35 1.53 4.72
H 2.96 2.00 -0.86
H -0.28 2.67 -3.21
H -0.13 -4.37 -1.52
H 1.35 3.48 -0.64
H -0.95 -4.35 0.67
H -3.88 0.42 0.56
H -1.17 -3.00 1.80
H 3.78 2.32 2.46
H 0.74 0.65 -4.01
H 1.46 -4.26 0.54
H -5.64 -2.91 -6.31
H 3.87 -0.76 -2.44
H 0.62 -1.64 3.06
H -0.41 -0.26 3.49
H 1.66 -2.90 1.66
H -2.19 0.01 -0.02
H -0.76 -2.93 -2.40
H -0.02 4.49 -1.17
H 1.14 -1.08 -3.89
H 0.12 4.00 0.54
H 2.80 -2.10 -1.93
H -1.77 0.85 2.03
H 3.58 -1.05 -0.70
H 1.66 2.67 1.51
H -6.62 -1.40 -2.39
H -2.51 3.81 -0.46
H 2.95 -1.59 3.71
H -3.29 -2.22 -6.00
H -2.14 2.91 1.03
H 3.59 1.49 -2.46
H 0.16 2.41 2.46
H 3.88 1.85 4.20
H -3.45 -1.31 0.38
H 3.47 -0.32 4.89
H 2.10 2.47 -2.36
H 3.41 0.60 0.85
H 1.00 -3.21 -2.32
H -3.15 2.16 -0.24
H 2.00 1.46 5.45
H -1.85 3.35 -2.67
H -1.66 -1.10 2.22
H -1.69 1.59 -3.04
H -7.34 -2.47 -4.53
H 3.12 -1.09 1.40
H -2.17 -3.10 0.32
H -4.24 -0.69 -2.08
H 2.45 0.12 -4.16
H 2.52 -2.90 0.09
```

Energy above the lowest of the compared OMol25 structures with the same formula, charge and spin, kJ/mol: 283.0
Gap between HOMO and LUMO (spin up / spin down), eV: 4.28 / 4.10
2S+1: 4
Energy, eV: -133703.030
⟨S²⟩: 3.8794
Total charge: +4

Charges per atom according to Löwdin partitioning, unit e: atom 1 (Re): 0.41, atom 2 (Se): 0.93, atom 3 (P): 0.67, atom 4 (P): 0.85, atom 5 (P): 0.62, atom 6 (P): 0.66, atom 7 (N): 0.02, atom 8 (N): -0.08, atom 9 (N): -0.08, atom 10 (C): -0.08, atom 11 (C): -0.27, atom 12 (C): -0.27, atom 13 (C): -0.02, atom 14 (C): -0.22, atom 15 (C): 0.09, atom 16 (C): -0.12, atom 17 (C): -0.23, atom 18 (C): -0.24, atom 19 (C): -0.20, atom 20 (C): -0.10, atom 21 (C): -0.22, atom 22 (C): -0.23, atom 23 (C): -0.23, atom 24 (C): 0.01, atom 25 (C): -0.06, atom 26 (C): -0.22, atom 27 (C): -0.22, atom 28 (C): -0.23, atom 29 (C): -0.10, atom 30 (C): -0.10, atom 31 (C): -0.66, atom 32 (C): -0.03, atom 33 (H): 0.15, atom 34 (H): 0.04, atom 35 (H): 0.06, atom 36 (H): 0.08, atom 37 (H): 0.02, atom 38 (H): 0.08, atom 39 (H): 0.13, atom 40 (H): 0.04, atom 41 (H): 0.16, atom 42 (H): 0.03, atom 43 (H): 0.09, atom 44 (H): 0.14, atom 45 (H): 0.08, atom 46 (H): 0.10, atom 47 (H): 0.09, atom 48 (H): 0.03, atom 49 (H): 0.04, atom 50 (H): -0.05, atom 51 (H): 0.09, atom 52 (H): 0.03, atom 53 (H): 0.06, atom 54 (H): 0.04, atom 55 (H): 0.09, atom 56 (H): 0.03, atom 57 (H): 0.08, atom 58 (H): 0.13, atom 59 (H): 0.09, atom 60 (H): 0.15, atom 61 (H): 0.11, atom 62 (H): 0.05, atom 63 (H): 0.08, atom 64 (H): 0.11, atom 65 (H): 0.17, atom 66 (H): 0.11, atom 67 (H): 0.17, atom 68 (H): 0.05, atom 69 (H): 0.10, atom 70 (H): 0.05, atom 71 (H): 0.04, atom 72 (H): 0.16, atom 73 (H): 0.08, atom 74 (H): 0.08, atom 75 (H): -0.01, atom 76 (H): 0.14, atom 77 (H): 0.09, atom 78 (H): 0.05, atom 79 (H): 0.07, atom 80 (H): 0.09, atom 81 (H): 0.03

Entry 6:
Computed, not measured: 2 unconnected molecules or ions with the total composition C4H7N2OS in a non-equilibrium geometry, with ωB97M-V with the def2-TZVPD basis set.

```
15
Properties=species:S:1:pos:R:3
S -1.85 0.02 3.07
O 0.47 -1.00 2.10
N -1.46 2.76 -0.25
N 0.66 -1.56 -0.77
C 0.12 0.77 -0.26
C 0.90 -0.11 -1.17
C -0.86 1.72 -0.42
C -0.55 -0.57 2.51
H 1.44 -2.07 -1.06
H -0.16 -2.03 -1.19
H 0.60 -1.59 0.22
H -2.47 2.90 -0.28
H 0.54 0.85 0.70
H 1.92 0.08 -0.96
H 0.69 -0.17 -2.25
```

Energy above the lowest of the compared OMol25 structures with the same formula, charge and spin, kJ/mol: 114.7
Gap between HOMO and LUMO, eV: 9.46
Energy, eV: -20116.298
Total charge: +1

Charges per atom according to natural (NBO) partitioning, unit e: atom 1 (S): 0.18, atom 2 (O): -0.55, atom 3 (N): -0.56, atom 4 (N): -0.67, atom 5 (C): -0.56, atom 6 (C): -0.22, atom 7 (C): 0.51, atom 8 (C): 0.40, atom 9 (H): 0.43, atom 10 (H): 0.44, atom 11 (H): 0.45, atom 12 (H): 0.42, atom 13 (H): 0.26, atom 14 (H): 0.24, atom 15 (H): 0.24